1.
62
Properties=species:S:1:pos:R:3:forces:R:3 method="wB97M-V/def2-TZVPD" multiplicity=2 e_above_lowest_kj_mol=221.2 s2=0.8109 homo_lumo_gap_ev="6.6 / 6.7" lumo_ha="-0.01308 / -0.02160"
V -0.54980 -0.07440 -0.00240 -0.7275 -0.6397 -6.3547
C -0.62710 -4.07080 1.59070 -0.2442 -0.0853 -0.4379
O 0.04550 -3.45130 2.67750 0.0354 0.5138 0.4387
C -0.66090 -2.41310 3.24080 0.0866 -0.3359 -0.2240
C -1.06360 -2.50370 4.56210 0.0871 0.1055 -0.4530
C -1.77820 -1.46620 5.15630 -0.0762 0.0784 0.1460
C -2.10520 -0.34280 4.43740 0.0499 0.1606 -0.1515
C -1.70450 -0.20470 3.10050 0.5217 -1.1368 0.1111
C -1.99430 0.95890 2.34500 -0.1550 0.6446 -0.7824
N -1.68860 1.10740 1.07920 0.2474 -0.3275 1.8764
N -2.01300 2.26960 0.49550 -0.7679 2.0734 -0.6491
C -1.43380 2.36090 -0.67170 -0.6879 -0.0494 1.0647
O -0.64810 1.40660 -1.03600 0.0199 3.1291 -1.7360
C -1.72720 3.45570 -1.60870 0.0837 0.0611 -0.2528
C -1.91850 4.77400 -1.21030 0.0032 -0.2110 0.0950
C -2.22360 5.73710 -2.15590 -0.0311 0.1197 -0.0304
C -2.35190 5.39500 -3.49300 0.0248 -0.0125 -0.0409
C -2.15930 4.08220 -3.89090 0.0121 -0.0270 -0.0760
C -1.83340 3.11880 -2.95730 0.0241 -0.1133 0.2129
C -0.95490 -1.25360 2.49330 -0.8988 0.4423 1.5359
O -0.54700 -1.06080 1.28140 0.7030 -4.5430 5.8772
H -0.02450 -4.93050 1.30460 -0.0250 0.0192 0.0040
H -0.73950 -3.39710 0.73410 0.0482 -0.0647 0.0871
H -1.62150 -4.40480 1.90370 0.0519 -0.0562 0.0017
H -0.81880 -3.39850 5.11460 0.0486 -0.0782 0.0008
H -2.08840 -1.55480 6.18560 -0.0323 -0.0110 0.0991
H -2.67450 0.45310 4.89110 -0.0803 0.1217 0.1063
H -2.47730 1.79690 2.84090 -0.1576 -0.0150 -0.1138
H -1.82080 5.03100 -0.16630 -0.0331 0.0174 0.0893
H -2.36930 6.76330 -1.85380 0.0008 0.0861 0.0692
H -2.59720 6.14620 -4.22960 -0.0317 0.0854 -0.0093
H -2.26950 3.80060 -4.92680 -0.0025 0.0186 -0.1263
H -1.69290 2.08550 -3.24470 -0.0022 -0.0430 -0.0487
C 3.82630 -0.56600 2.13160 -0.2967 -0.1082 -0.1161
P 2.18720 0.05840 1.54730 0.8024 0.6423 0.7319
C 1.63880 0.89020 3.10180 -0.0156 -0.2107 -0.1410
C 2.72540 1.51080 0.56130 -0.1175 -0.1646 -0.0528
C 3.41550 2.60590 1.06530 0.0564 0.0122 -0.0582
C 3.70840 3.68550 0.24960 -0.0337 0.0481 0.0665
C 3.28890 3.68630 -1.07050 -0.0259 0.0071 -0.0675
C 2.60230 2.59910 -1.58550 0.0335 -0.0155 -0.0818
C 2.33340 1.49620 -0.78240 -0.0068 0.1245 0.1416
P 1.37520 0.04950 -1.34130 1.3477 -0.5522 -1.2092
C 2.62570 -1.29570 -1.42240 -0.1618 0.0618 0.1045
C 1.13130 0.33670 -3.12960 -0.1500 -0.0065 0.1640
H 4.41660 0.22470 2.59350 0.0223 0.0244 0.0129
H 4.37450 -0.98510 1.28850 0.0493 -0.0238 0.0317
H 3.63780 -1.35740 2.85830 0.0970 -0.0203 0.0085
H 2.46140 1.40230 3.60210 -0.0384 0.0586 -0.0015
H 1.24680 0.11700 3.76560 -0.0288 0.0855 0.0678
H 0.83870 1.59910 2.87700 0.0368 -0.0426 0.0545
H 3.72560 2.62920 2.09980 0.0162 -0.0345 0.1311
H 4.23950 4.53820 0.64790 0.0467 0.0402 0.0328
H 3.48650 4.54230 -1.69970 0.0216 0.0422 -0.0484
H 2.26710 2.62640 -2.61170 -0.0001 -0.0223 -0.0753
H 3.58830 -0.90740 -1.76280 -0.0797 -0.0519 -0.0223
H 2.24890 -2.03860 -2.12730 0.0496 -0.0175 0.0146
H 2.74390 -1.77200 -0.44890 0.0005 -0.0003 -0.0755
H 2.08870 0.35050 -3.65410 -0.0236 0.0361 0.0345
H 0.59650 1.27280 -3.28840 0.0075 -0.0949 -0.0129
H 0.51340 -0.48680 -3.49810 0.0811 0.1167 0.0319
Se -1.64010 -1.41920 -1.42000 0.2146 0.1386 0.0050


2.
118
Properties=species:S:1:pos:R:3:forces:R:3 method="wB97M-V/def2-TZVPD" e_above_lowest_kj_mol=0.0 smiles="O=[N+]([O-])c1ccccc1.O=[N+]([O-])c1ccccc1.O=[N+]([O-])c1ccccc1.O=[N+]([O-])c1ccccc1.O=[N+]([O-])c1ccccc1.CN(C)C=O.CN(C)C=O.CN(C)C=O.CN(C)C=O" homo_lumo_gap_ev=7.9 lumo_ha=-0.03745
O -15.10847 -13.30360 -25.94639 0.1019 -0.0640 -0.1010
N -15.74436 -12.87583 -26.89217 -0.1477 -0.1950 0.2246
O -16.20603 -13.56144 -27.78100 0.1651 -0.1252 -0.1255
C -16.03980 -11.44704 -26.92451 0.0916 0.2946 0.1007
C -16.46269 -10.87089 -28.09999 -1.0097 -0.4121 -0.2035
C -16.91312 -9.55754 -28.08479 0.0561 -0.5483 -0.0468
C -16.84282 -8.83443 -26.90975 0.3069 0.6067 0.0468
C -16.30493 -9.38995 -25.75142 -0.3952 -0.0212 -0.5602
C -15.94882 -10.72805 -25.75485 0.6608 0.5334 0.7748
H -16.63786 -11.52363 -28.94553 0.2890 0.1912 -0.1453
H -17.37414 -9.16137 -28.97774 0.1376 0.2081 -0.0063
H -17.15515 -7.79575 -26.91479 -0.0672 -0.0889 0.0914
H -16.20442 -8.77632 -24.86890 0.0111 -0.1234 0.1211
H -15.53096 -11.14860 -24.84994 -0.1464 -0.2789 -0.1339
O -10.90713 -5.31548 -22.75869 0.0228 -0.0584 0.0634
N -10.51854 -6.44841 -22.96130 -0.0766 -0.4121 -0.1553
O -11.23929 -7.42465 -23.05637 0.0068 0.2179 -0.0105
C -9.07128 -6.66547 -23.12396 0.2209 0.8583 0.3722
C -8.21723 -5.58599 -22.93287 -0.1794 0.0089 0.1445
C -6.86344 -5.77975 -23.09582 0.3967 -0.1491 0.1155
C -6.36088 -7.04886 -23.37070 -0.1228 -0.0561 0.4545
C -7.22651 -8.12859 -23.49148 0.5759 0.4465 0.0987
C -8.59001 -7.91805 -23.38908 -0.1586 -0.8281 -0.6480
H -8.58259 -4.63183 -22.58577 -0.2212 0.0215 -0.2404
H -6.18490 -4.95323 -22.92836 -0.0070 -0.0087 -0.0565
H -5.29220 -7.22261 -23.36603 -0.0027 0.0877 -0.2314
H -6.78568 -9.10881 -23.61661 -0.3391 -0.1054 -0.1725
H -9.27682 -8.71985 -23.60096 -0.1678 -0.1275 0.3101
O -7.40580 -12.97205 -23.16737 -0.3442 -0.5454 -0.3819
N -8.14876 -13.77263 -23.73307 0.6998 0.3704 0.4316
O -7.76273 -14.78350 -24.28455 -0.1766 0.0035 -0.0210
C -9.57484 -13.47625 -23.72181 -0.3947 0.1191 0.0994
C -10.46678 -14.31821 -24.36338 0.7669 -0.4075 -0.3248
C -11.79450 -13.97375 -24.38477 -1.2353 0.8079 -0.1104
C -12.22315 -12.78082 -23.79832 0.2844 0.1311 0.6425
C -11.31670 -11.97399 -23.12006 -0.2604 -0.2131 0.4718
C -9.99457 -12.34339 -23.05583 0.5931 0.5141 -0.4407
H -10.06657 -15.19371 -24.86036 -0.2296 -0.0459 0.0258
H -12.57925 -14.53278 -24.88128 0.4192 -0.3933 -0.0771
H -13.26373 -12.48492 -23.78284 -0.0616 -0.2159 -0.2861
H -11.60046 -11.10517 -22.53749 -0.2820 0.1009 -0.3631
H -9.27240 -11.68513 -22.59859 0.0753 -0.1174 0.2186
O -3.95161 -19.49309 -19.34229 0.3013 -0.0543 0.1602
N -4.96708 -19.33054 -19.98228 0.0152 0.0629 0.1322
O -5.74059 -20.21143 -20.28574 -0.1424 -0.1504 -0.1461
C -5.28369 -17.96340 -20.40051 -0.5911 0.3760 -0.3726
C -6.36986 -17.75349 -21.24680 0.0377 -0.5558 0.1864
C -6.70203 -16.47364 -21.62613 -0.2165 0.2870 0.2950
C -5.95305 -15.39121 -21.17632 0.4869 0.1261 0.1553
C -4.85646 -15.60988 -20.34367 -0.4436 -0.3487 -0.2996
C -4.54465 -16.90253 -19.92873 0.6482 0.5892 0.0419
H -6.98779 -18.57971 -21.57452 0.0976 -0.0877 0.0886
H -7.61693 -16.34917 -22.18993 0.1845 0.2127 -0.2061
H -6.17378 -14.37049 -21.46867 -0.1960 -0.1296 -0.0811
H -4.23478 -14.78471 -20.02439 -0.0933 0.0184 0.0990
H -3.69271 -17.01973 -19.27256 -0.1212 -0.3797 -0.0046
O -11.35658 -17.29746 -26.64456 0.0454 0.2421 -0.3584
N -11.54208 -17.82306 -27.73470 -0.6107 -0.1996 0.8999
O -10.74240 -18.52463 -28.29519 0.6715 -0.1670 -0.3951
C -12.87655 -17.70115 -28.32706 -0.2773 0.0098 -0.1375
C -13.20703 -18.53959 -29.37695 -0.0258 -0.1159 -0.5998
C -14.47414 -18.45585 -29.94422 -0.2425 -0.2413 1.2901
C -15.41647 -17.61160 -29.34915 0.0205 -0.0783 -0.4665
C -15.07167 -16.77201 -28.30223 0.3295 -0.1178 0.4386
C -13.78730 -16.82994 -27.76351 -0.1531 0.1764 -0.2088
H -12.49621 -19.27622 -29.72579 0.0643 0.1495 -0.0275
H -14.80946 -19.19772 -30.65511 0.1964 0.1807 -0.2895
H -16.44069 -17.65255 -29.70362 0.0692 0.1897 -0.0100
H -15.79098 -16.11232 -27.83762 -0.0598 0.0086 -0.1331
H -13.48916 -16.22962 -26.91641 -0.0862 0.0659 -0.0390
C -11.33976 -9.15006 -17.05278 0.6059 0.2901 0.0350
N -11.00931 -9.43526 -18.43181 -0.4625 0.2731 -0.3279
C -11.36848 -10.72675 -18.97996 0.7556 -0.3718 0.4285
C -10.34660 -8.49745 -19.15285 -0.3456 -0.0647 0.3189
O -9.91813 -8.61405 -20.27664 0.1040 -0.2113 -0.4745
H -12.25379 -9.66296 -16.77416 -0.0439 -0.0122 0.1366
H -11.45392 -8.07365 -16.92076 -0.2704 -0.0266 -0.0416
H -10.50312 -9.42304 -16.40221 -0.2640 -0.3512 0.1786
H -12.42258 -10.98074 -18.85490 -0.0845 0.3735 -0.0544
H -11.08141 -10.75560 -20.02534 -0.0485 0.0284 -0.0908
H -10.80306 -11.49995 -18.44232 -0.0518 -0.0109 -0.1920
H -10.25555 -7.55955 -18.58372 0.1374 0.0939 0.0219
C -8.89272 -18.19821 -24.52532 0.2476 0.3551 -1.0445
N -9.44756 -19.49709 -24.25208 -0.0373 -0.3962 -0.0511
C -9.92280 -20.20483 -25.41084 -0.3298 -0.4606 -0.4678
C -9.73822 -19.91454 -23.00737 0.3153 0.2207 0.3042
O -9.52456 -19.27584 -21.99031 0.0173 0.0671 0.0331
H -8.06052 -18.27401 -25.23809 0.2967 -0.3433 0.4560
H -8.56726 -17.70613 -23.61989 -0.1514 0.0862 0.0798
H -9.58193 -17.61141 -25.14175 -0.3290 0.1729 0.6557
H -10.07432 -21.27345 -25.25262 0.0957 0.0602 0.4451
H -10.88332 -19.80187 -25.74289 0.0981 0.1059 -0.1582
H -9.20094 -20.13027 -26.22298 -0.0163 0.1898 -0.0285
H -10.15911 -20.92993 -22.96412 -0.0970 -0.0051 -0.1606
C -4.63724 -15.11856 -24.42052 0.2324 0.5922 0.1766
N -3.47888 -15.41925 -25.24028 -0.8533 -0.3051 -0.1881
C -2.27029 -14.72917 -24.95236 1.3728 0.4143 -0.1507
C -3.64758 -16.11993 -26.38940 0.0054 -0.0943 0.4364
O -2.79040 -16.35555 -27.20732 0.2498 0.0197 -0.3545
H -5.35600 -15.92965 -24.36559 0.0882 -0.1620 -0.1198
H -5.15494 -14.22219 -24.77322 -0.0468 -0.0190 0.0065
H -4.27977 -14.90115 -23.41448 -0.1156 -0.1372 0.0724
H -2.33282 -13.63717 -25.04435 -0.3994 -0.0662 0.1014
H -1.88169 -14.96111 -23.95731 -0.2291 -0.0332 0.0603
H -1.49491 -15.01637 -25.66329 -0.1800 -0.2212 -0.0386
H -4.67753 -16.50510 -26.47953 -0.0302 -0.0017 -0.0421
C -10.11833 -16.07627 -20.84197 -0.3123 -0.4684 -0.2987
N -9.33162 -15.38577 -19.85985 -0.0270 0.3509 -0.4698
C -9.47410 -13.94556 -19.80247 0.9756 -0.0284 0.6651
C -8.58280 -16.05469 -18.95221 -0.4055 -0.2725 0.0819
O -8.09297 -15.57541 -17.95379 0.3250 0.2428 0.0010
H -9.88176 -17.14167 -20.88986 0.1828 0.0907 0.0782
H -9.95619 -15.65449 -21.83782 -0.0207 0.0202 -0.0006
H -11.18924 -16.01184 -20.61549 0.0261 0.1389 -0.0310
H -8.56432 -13.56193 -19.33248 -0.2109 0.0384 0.2648
H -9.47866 -13.47960 -20.78764 -0.4261 -0.3321 -0.1031
H -10.33064 -13.65269 -19.19393 -0.1188 0.1337 -0.1775
H -8.49691 -17.12386 -19.20833 0.0111 -0.0131 0.0503